The following is a DFT calculation (ωB97M-V/def2-TZVPD) of a cluster of 4 separate species, C23H43BBrF3N3O14P in total in a non-equilibrium geometry.

As for the charge: 0. As for the HOMO energy: -0.2626 Ha. As for the largest force on an atom: 10.98 eV Å⁻¹. The HOMO-LUMO gap comes out at 0.2417 Ha. As for the SMILES: C=C[C@H](CCN)O[C@@](C[C@@H](C)Br)([C@H](O[C@H](N=C=O)B(C)O)C(F)(F)F)P(N)O.COC(=O)OC.COC(=O)OC.COC(=O)OC.

Structure (XYZ):
```
89
C23H43BBrF3N3O14P (ωB97M-V/def2-TZVPD)
C 5.17490 -2.70291 1.35851
C 4.59254 -3.25087 0.07939
C 3.55410 -2.23578 -0.75965
C 4.58079 -0.95668 -1.12402
C 4.46175 -0.51032 -2.72502
N 5.78242 -0.60816 -3.47290
O 2.53235 -1.82704 0.15462
C 1.13318 -2.09528 -0.20504
C 0.30879 -1.94782 1.19592
C -0.84926 -2.98702 1.61220
C -2.14745 -3.16727 0.63903
Br -0.18852 -4.74128 2.42894
C 0.77885 -0.90674 -1.33526
O 1.63728 0.23264 -1.37706
C 1.64241 1.26878 -0.42905
N 1.64441 0.97004 1.04704
C 2.89358 1.17262 1.57884
O 4.19951 1.08068 1.93227
B 0.54523 2.52217 -0.65539
C -0.13879 3.19996 0.67680
O 0.16535 3.03999 -1.99080
C -0.82915 -0.67394 -1.59682
F -1.45658 -1.92411 -2.17146
F -0.88913 0.29587 -2.75930
F -1.60085 -0.04716 -0.52512
P 0.82850 -3.88110 -0.90989
N 1.96956 -5.06880 -0.13464
O 1.20917 -4.02377 -2.59705
H 4.62221 -2.93093 2.38806
H 6.13438 -2.03333 1.26259
H 4.81017 -4.35242 -0.30030
H 3.25360 -2.65102 -1.80393
H 5.72322 -1.27950 -0.99430
H 4.42975 -0.04441 -0.40750
H 3.60163 -1.06053 -3.29725
H 4.19192 0.65112 -2.69586
H 5.59820 -1.31142 -4.24618
H 5.97369 0.29762 -3.99838
H -0.16610 -0.86592 1.37886
H 1.11027 -2.02202 2.08382
H -1.33265 -2.48481 2.59220
H -2.94834 -3.78515 1.27626
H -2.69731 -2.18082 0.33308
H -1.98136 -3.79195 -0.33406
H 1.08253 -1.47799 -2.35319
H 2.68205 1.85079 -0.58384
H -0.63335 4.22192 0.30763
H 0.63162 3.40312 1.53754
H -0.98784 2.50621 1.14487
H -0.81996 3.28749 -1.88492
H 2.24895 -4.61372 0.76163
H 1.44359 -5.96648 0.02434
H 1.54128 -4.95340 -2.77717
C -3.15051 3.03057 -4.67890
O -3.19217 4.11293 -3.75099
C -4.35494 4.81229 -3.76076
O -5.32016 4.58892 -4.47461
O -4.25781 5.80305 -2.83872
C -5.41797 6.62662 -2.73792
H -2.17657 2.54229 -4.58513
H -3.92801 2.29488 -4.44911
H -3.25415 3.39773 -5.70507
H -6.28613 6.03472 -2.43052
H -5.61224 7.13748 -3.68651
H -5.22941 7.38384 -1.97194
C 6.01053 -8.01697 3.91615
O 4.84817 -8.27005 3.12931
C 3.71324 -7.70402 3.61178
O 3.62398 -7.02630 4.62363
O 2.69493 -8.02253 2.77344
C 1.42908 -7.49026 3.15904
H 6.85772 -8.51629 3.43790
H 6.22232 -6.94368 3.95793
H 5.89196 -8.42906 4.92347
H 1.45768 -6.39592 3.17054
H 1.12741 -7.88129 4.13611
H 0.68946 -7.80714 2.41863
C -4.65358 7.05071 2.08318
O -5.78044 7.53714 2.80969
C -6.78616 8.00854 2.03024
O -6.79165 8.04281 0.80961
O -7.78467 8.43505 2.84404
C -8.91798 8.96118 2.15616
H -3.91177 6.69918 2.80561
H -4.93969 6.20789 1.44574
H -4.20251 7.85181 1.48875
H -9.37460 8.19476 1.52164
H -8.63733 9.83862 1.56463
H -9.65314 9.27138 2.90380
```

And the Mulliken charges, in e, turn out to be: number 1, C, carries -0.618; number 2, C, carries -0.488; number 3, C, carries 0.296; number 4, C, carries -0.373; number 5, C, carries -0.186; number 6, N, carries -0.732; number 7, O, carries -0.220; number 8, C, carries 1.093; number 9, C, carries -0.771; number 10, C, carries -0.238; number 11, C, carries -0.777; number 12, Br, carries -0.119; number 13, C, carries -0.742; number 14, O, carries -0.098; number 15, C, carries -0.381; number 16, N, carries -0.269; number 17, C, carries 0.698; number 18, O, carries -0.510; number 19, B, carries 0.742; number 20, C, carries -0.822; number 21, O, carries -0.584; number 22, C, carries 0.684; number 23, F, carries -0.266; number 24, F, carries -0.276; number 25, F, carries -0.240; number 26, P, carries 0.196; number 27, N, carries -0.570; number 28, O, carries -0.504; number 29, H, carries 0.183; number 30, H, carries 0.251; number 31, H, carries 0.280; number 32, H, carries 0.360; number 33, H, carries 0.378; number 34, H, carries -0.041; number 35, H, carries 0.243; number 36, H, carries 0.103; number 37, H, carries 0.275; number 38, H, carries 0.283; number 39, H, carries 0.254; number 40, H, carries 0.310; number 41, H, carries 0.365; number 42, H, carries 0.377; number 43, H, carries 0.180; number 44, H, carries 0.190; number 45, H, carries 0.123; number 46, H, carries 0.204; number 47, H, carries 0.203; number 48, H, carries 0.271; number 49, H, carries 0.261; number 50, H, carries 0.272; number 51, H, carries 0.187; number 52, H, carries 0.338; number 53, H, carries 0.325; number 54, C, carries -0.621; number 55, O, carries -0.192; number 56, C, carries 0.683; number 57, O, carries -0.548; number 58, O, carries -0.288; number 59, C, carries -0.599; number 60, H, carries 0.152; number 61, H, carries 0.325; number 62, H, carries 0.309; number 63, H, carries 0.287; number 64, H, carries 0.314; number 65, H, carries 0.184; number 66, C, carries -0.610; number 67, O, carries -0.318; number 68, C, carries 0.750; number 69, O, carries -0.557; number 70, O, carries -0.346; number 71, C, carries -0.469; number 72, H, carries 0.222; number 73, H, carries 0.282; number 74, H, carries 0.289; number 75, H, carries -0.066; number 76, H, carries 0.375; number 77, H, carries 0.342; number 78, C, carries -0.565; number 79, O, carries -0.296; number 80, C, carries 0.778; number 81, O, carries -0.539; number 82, O, carries -0.317; number 83, C, carries -0.601; number 84, H, carries 0.204; number 85, H, carries 0.271; number 86, H, carries 0.275; number 87, H, carries 0.285; number 88, H, carries 0.284; number 89, H, carries 0.220